No. 1
# C3H8N4

A single C3H8N4 molecule in a non-equilibrium geometry (the ωB97M-V functional and the def2-TZVPD basis, the Open Molecules 2025 dataset).

CARTESIAN COORDINATES (ANGSTROEM)
C1 -0.5172 1.1955 -1.2059
C2 -0.4651 1.0955 0.1052
C3 0.8701 -0.3033 1.5559
N1 0.1191 0.1985 -1.9662
N2 -0.0471 -0.0801 0.4996
N3 0.2151 -0.9376 -1.2839
N4 -1.0015 -1.5020 -1.3483
H1 -0.9901 1.8792 -1.7729
H2 -0.9160 1.8782 0.7360
H3 1.3218 0.5987 1.7524
H4 0.4308 -0.5469 2.4157
H5 1.6074 -1.1490 1.2660
H6 0.9739 0.6996 -2.4593
H7 -0.9974 -2.2108 -0.7082
H8 -1.8299 -0.8411 -1.3007

Total energy   -9195.3020 eV
2S+1   1
HOMO (spin up / spin down)   -7.33 / -7.33 eV
Strongest force on any atom   4.36 eV/Å
Frontier orbital gap (spin up / spin down)   8.260 / 8.258 eV
ΔE to the lowest compared entry with this formula, charge and spin   610.9 kJ/mol
Total charge   0

No. 2
# C3H10NOS

2 unconnected molecules or ions with the total composition C3H10NOS in a non-equilibrium geometry (the ωB97M-V functional and the def2-TZVPD basis, the Open Molecules 2025 dataset).

CARTESIAN COORDINATES (ANGSTROEM)
C1 0.5272 -0.6721 1.1767
C2 -0.8628 -0.3128 0.5854
C3 -0.7136 0.6036 -0.6451
S1 -1.0049 -0.2031 -2.3221
N1 -1.6190 -1.5328 0.3683
H1 0.9512 0.2456 1.5845
H2 1.1767 -1.0685 0.3926
H3 0.4068 -1.4096 1.9700
H4 -1.3208 0.2552 1.4094
H5 -1.4707 1.3769 -0.7634
H6 0.2696 1.0649 -0.6723
H7 -2.3010 -1.3221 -0.3579
H8 -1.0358 -2.2802 0.0150
H9 1.7046 1.4868 -0.5158
H10 2.8273 1.7042 -1.5304
O1 2.4653 2.0639 -0.6950

Total energy   -17646.6777 eV
2S+1   1
HOMO   -2.58 eV
Strongest force on any atom   1.87 eV/Å
Frontier orbital gap   6.444 eV
ΔE to the lowest compared entry with this formula, charge and spin   73.8 kJ/mol
Total charge   -1

No. 3
# C5CoF15O15S5

A molecular structure, C5CoF15O15S5 in a non-equilibrium geometry (the ωB97M-V functional and the def2-TZVPD basis, the Open Molecules 2025 dataset).

CARTESIAN COORDINATES (ANGSTROEM)
Co1 0.1835 -0.0838 -0.7943
C1 4.2820 1.6199 -1.3201
F1 4.8565 0.7101 -2.1041
F2 5.2407 2.4420 -0.7980
F3 3.4262 2.3337 -2.0174
S1 3.4475 0.6719 0.0804
O1 2.2012 0.2802 -0.6078
O2 4.4060 -0.3822 0.3762
O3 3.2054 1.5527 1.2164
C2 1.4019 -4.6170 -1.2608
F4 2.5544 -4.4697 -1.9441
F5 0.3897 -4.5319 -2.1102
F6 1.4400 -5.7755 -0.6020
S2 1.2498 -3.1862 0.0298
O4 0.8001 -2.0129 -0.7280
O5 0.2226 -3.6735 0.9557
O6 2.5490 -3.0774 0.6546
C3 -2.0489 0.9545 2.7311
F7 -2.5870 1.0707 1.5363
F8 -1.9871 2.1448 3.3679
F9 -2.7736 0.2220 3.5891
S3 -0.2731 0.2414 2.6447
O7 -0.3629 -1.0565 3.2858
O8 0.0585 0.1050 1.2123
O9 0.5933 1.2364 3.2875
C4 -0.9492 4.3554 -1.4995
F10 -0.6203 4.0237 -2.7523
F11 -0.7096 5.6180 -1.1980
F12 -2.2712 4.1728 -1.3211
S4 0.0691 3.2489 -0.3646
O10 -0.0332 1.9400 -1.0355
O11 1.4252 3.7649 -0.3935
O12 -0.5087 3.3121 0.9691
C5 -4.4798 -1.4018 -0.5713
F13 -4.7882 -1.2637 -1.8692
F14 -4.7461 -0.2254 0.0297
F15 -5.2771 -2.2887 0.0130
S5 -2.6783 -1.9194 -0.2334
O13 -2.6164 -2.1801 1.1826
O14 -2.4762 -3.1227 -1.0414
O15 -1.8158 -0.7524 -0.5953

Total energy   -168465.1893 eV
2S+1   4
HOMO (spin up / spin down)   -1.09 / -1.05 eV
Strongest force on any atom   3.31 eV/Å
Frontier orbital gap (spin up / spin down)   7.537 / 7.494 eV
ΔE to the lowest compared entry with this formula, charge and spin   46.1 kJ/mol
Total charge   -3

No. 4
# C6H24N2O4

5 unconnected molecules or ions with the total composition C6H24N2O4 in a non-equilibrium geometry (the ωB97M-V functional and the def2-TZVPD basis, the Open Molecules 2025 dataset).

CARTESIAN COORDINATES (ANGSTROEM)
C1 1.3989 1.8521 0.7682
N1 1.4580 0.5462 1.5457
C2 1.3292 0.7205 3.0216
C3 2.4297 -0.3499 0.9716
C4 1.7183 -1.0179 -0.2327
C5 0.3698 -1.6805 0.0600
C6 -0.4230 -2.3052 -1.0049
N2 -1.8893 -2.3652 -0.6686
H1 1.1403 2.6934 1.3426
H2 0.6175 1.6996 0.1182
H3 2.2780 2.1940 0.2740
H4 0.8617 -0.1460 3.5565
H5 2.3002 0.8664 3.6072
H6 0.7185 1.5646 3.2103
H7 2.6463 -1.1032 1.8094
H8 3.2927 0.2895 0.5558
H9 1.4134 -0.3155 -1.0036
H10 2.4841 -1.9374 -0.6843
H11 -0.2517 -0.8466 0.5448
H12 0.4782 -2.3288 0.8174
H13 -0.3521 -1.9953 -1.9788
H14 -0.0049 -3.3556 -1.0752
H15 -2.1882 -3.1277 0.0130
H16 -2.5469 -2.3795 -1.6119
O1 -3.3522 2.8809 0.4548
H17 -2.5384 2.7778 0.2668
H18 -3.8672 2.1392 0.8381
O2 -0.2147 1.9896 -1.8289
H19 -0.0834 2.9453 -1.8072
H20 -0.6903 1.8913 -2.6010
O3 -0.2981 -0.4840 -4.0082
H21 -0.3468 -1.3922 -3.6834
H22 -0.2928 0.2317 -3.1784
O4 -2.7501 0.2749 0.5954
H23 -2.8525 -0.6811 0.9339
H24 -1.9924 0.2545 0.0621

Total energy   -17777.2171 eV
2S+1   1
SMILES   CN(C)CCCCN.O.O.O.O
HOMO   -8.17 eV
Strongest force on any atom   10.93 eV/Å
Frontier orbital gap   8.462 eV
ΔE to the lowest compared entry with this formula, charge and spin   448.2 kJ/mol
Total charge   0